# 1
Molecular formula: C40H63BBrN3O24S
Method: DFT, the ωB97M-V functional and the def2-TZVPD basis

Cartesian coordinates (Å):
C -5.201 1.339 -0.204
C -5.003 0.660 1.156
O -4.442 1.578 2.112
B -3.970 0.925 3.222
O -4.738 0.920 4.371
C -2.575 0.170 3.166
Br -2.999 -1.799 2.846
O -1.636 0.462 2.150
C -0.553 -0.385 2.470
O 0.241 -0.758 1.654
O -0.592 -0.702 3.790
C -1.598 0.224 4.362
C -0.757 1.500 4.542
C 0.594 1.212 5.266
C 1.832 1.239 4.332
C 2.548 -0.119 4.161
C 3.385 -0.104 2.863
C 3.389 -1.447 2.101
C 3.252 -1.302 0.596
S 4.623 -0.375 -0.183
C 3.755 1.023 -0.786
N 2.707 0.989 -1.485
N 2.331 2.313 -1.706
C 3.198 3.017 -1.127
O 4.152 2.288 -0.508
C -2.070 -0.382 5.694
N -2.399 0.652 6.657
C -2.566 0.114 7.997
H -4.847 0.655 -0.980
H -4.619 2.253 -0.282
H -6.268 1.494 -0.349
H -5.930 0.206 1.522
H -4.314 -0.170 0.975
H -5.483 0.328 4.210
H -0.518 1.979 3.596
H -1.281 2.241 5.139
H 0.705 2.047 5.960
H 0.551 0.322 5.889
H 2.555 1.930 4.768
H 1.539 1.674 3.375
H 3.210 -0.198 5.026
H 1.863 -0.962 4.218
H 3.023 0.680 2.196
H 4.413 0.111 3.141
H 4.330 -1.961 2.310
H 2.558 -2.069 2.434
H 2.321 -0.838 0.283
H 3.260 -2.292 0.141
H 3.238 4.087 -1.056
H -1.249 -1.004 6.044
H -2.944 -1.028 5.547
H -3.221 1.162 6.364
H -2.745 0.930 8.695
H -3.407 -0.594 8.042
H -1.669 -0.413 8.319
C -0.045 -0.430 -3.340
C -1.325 0.297 -3.028
C -2.131 -0.288 -1.897
O -3.461 0.159 -2.230
C -3.507 0.293 -3.577
O -4.516 0.463 -4.192
O -2.276 0.203 -4.117
H 0.357 -0.099 -4.298
H 0.702 -0.247 -2.568
H -0.211 -1.506 -3.417
H -1.124 1.359 -2.861
H -1.826 0.079 -0.918
H -2.131 -1.380 -1.886
C -6.474 4.190 -5.768
C -5.087 4.403 -5.218
C -4.802 3.688 -3.926
O -3.761 4.506 -3.361
C -3.947 5.765 -3.832
O -3.380 6.727 -3.428
O -4.873 5.774 -4.826
H -6.684 4.907 -6.562
H -6.575 3.181 -6.167
H -7.230 4.334 -4.995
H -4.339 4.159 -5.979
H -4.464 2.666 -4.069
H -5.652 3.693 -3.239
C -10.931 -0.884 -2.917
C -9.657 -0.116 -3.163
C -8.694 -0.088 -2.004
O -7.964 1.117 -2.259
C -8.794 1.949 -2.939
O -8.572 3.095 -3.149
O -9.911 1.289 -3.341
H -11.663 -0.670 -3.696
H -10.736 -1.957 -2.905
H -11.383 -0.602 -1.965
H -9.169 -0.480 -4.072
H -8.028 -0.948 -1.978
H -9.193 0.011 -1.037
C 10.054 1.157 3.374
C 8.729 0.457 3.233
C 7.527 1.361 3.141
O 6.479 0.506 3.621
C 7.051 -0.378 4.480
O 6.442 -1.108 5.193
O 8.402 -0.310 4.411
H 10.826 0.446 3.660
H 10.340 1.625 2.433
H 10.022 1.928 4.148
H 8.764 -0.238 2.389
H 7.320 1.697 2.127
H 7.591 2.228 3.803
C -1.093 -1.905 -8.033
C 0.120 -2.524 -7.386
C 0.537 -3.857 -7.954
O 1.226 -4.447 -6.845
C 0.681 -3.923 -5.716
O 0.889 -4.322 -4.618
O -0.137 -2.880 -6.016
H -1.467 -1.078 -7.431
H -0.848 -1.532 -9.028
H -1.904 -2.630 -8.123
H 0.951 -1.813 -7.391
H 1.191 -3.770 -8.818
H -0.313 -4.495 -8.208
C 8.209 -4.514 0.661
C 9.630 -4.204 1.057
C 10.023 -4.660 2.439
O 11.088 -3.753 2.757
C 10.850 -2.608 2.072
O 11.426 -1.584 2.244
O 9.854 -2.786 1.165
H 7.933 -3.961 -0.237
H 8.088 -5.580 0.467
H 7.509 -4.222 1.446
H 10.323 -4.589 0.303
H 10.367 -5.691 2.471
H 9.226 -4.523 3.175

Results
Total charge ... 0
ΔE to the lowest compared entry with this formula, charge and spin ... 0.829 eV
SMILES ... CCOB(O)[C@@]1(Br)OC(=O)O[C@]1(CCCCCCCSc1nnco1)CNC.C[C@@H]1COC(=O)O1.C[C@@H]1COC(=O)O1.C[C@@H]1COC(=O)O1.C[C@@H]1COC(=O)O1.C[C@@H]1COC(=O)O1.C[C@@H]1COC(=O)O1
Lowest unoccupied orbital energy ... -0.2 eV

=====

# 2
Molecular formula: C48H45N4P2SeTi
Method: DFT, the ωB97M-V functional and the def2-TZVPD basis

Cartesian coordinates (Å):
Ti 0.703 -0.392 0.050
C -0.094 -2.635 5.781
C -0.512 -1.331 6.002
C -0.357 -0.368 5.016
C 0.214 -0.714 3.788
C 0.649 -2.026 3.581
C 0.495 -2.982 4.572
P 0.575 0.538 2.537
C -0.474 1.968 2.847
C -1.812 1.791 3.214
C -2.626 2.889 3.445
C -2.116 4.174 3.302
C -0.796 4.361 2.915
C 0.022 3.265 2.680
C 2.300 0.995 2.736
C 2.871 1.802 3.692
C 4.271 1.828 3.834
C 5.063 1.000 3.080
C 4.492 0.122 2.131
C 5.253 -0.842 1.420
C 4.646 -1.742 0.587
C 3.256 -1.671 0.359
C 2.476 -0.705 0.974
C 3.098 0.162 1.927
H -0.214 -3.380 6.557
H -0.948 -1.056 6.953
H -0.662 0.648 5.220
H 1.150 -2.296 2.660
H 0.847 -3.993 4.408
H -2.216 0.794 3.351
H -3.654 2.744 3.752
H -2.748 5.031 3.500
H -0.398 5.362 2.806
H 1.047 3.427 2.377
H 2.260 2.400 4.356
H 4.719 2.479 4.573
H 6.136 0.992 3.226
H 6.325 -0.882 1.577
H 5.229 -2.508 0.092
H 2.835 -2.392 -0.330
Se -6.795 0.000 1.035
N -5.620 -1.323 1.142
C -4.450 -0.807 0.869
C -3.219 -1.582 0.858
C -3.189 -2.954 1.133
C -1.987 -3.632 1.104
C -0.833 -2.929 0.802
N -0.847 -1.618 0.537
C -2.026 -0.928 0.565
C -1.997 0.502 0.265
N -0.791 1.068 -0.013
C -0.732 2.375 -0.247
C -1.864 3.183 -0.280
C -3.093 2.621 -0.029
C -3.167 1.255 0.264
C -4.422 0.592 0.577
N -5.572 1.214 0.616
H -4.118 -3.463 1.362
H -1.930 -4.692 1.310
H 0.129 -3.423 0.767
H 0.249 2.799 -0.411
H -1.756 4.238 -0.491
H -4.001 3.210 -0.036
C 1.730 -2.790 -2.540
C 0.616 -2.113 -3.331
C -0.707 -2.834 -3.027
C 0.896 -2.231 -4.832
P 0.400 -0.361 -2.693
C -1.098 0.192 -3.553
C -1.022 0.578 -4.895
C -2.169 0.906 -5.600
C -3.410 0.848 -4.981
C -3.502 0.438 -3.659
C -2.353 0.106 -2.956
C 1.779 0.865 -3.102
C 2.649 0.923 -1.843
C 1.187 2.264 -3.338
C 2.692 0.497 -4.274
H 1.850 -3.825 -2.867
H 1.473 -2.843 -1.472
H 2.696 -2.291 -2.654
H -0.561 -3.902 -3.201
H -1.513 -2.495 -3.675
H -1.031 -2.707 -1.988
H 0.832 -3.286 -5.107
H 1.888 -1.883 -5.106
H 0.153 -1.702 -5.428
H -0.071 0.615 -5.408
H -2.093 1.201 -6.639
H -4.304 1.104 -5.534
H -4.470 0.361 -3.181
H -2.447 -0.268 -1.948
H 2.078 1.218 -0.934
H 3.409 1.703 -1.932
H 3.166 -0.013 -1.642
H 0.388 2.515 -2.640
H 0.781 2.380 -4.338
H 1.989 2.997 -3.222
H 3.243 -0.427 -4.095
H 3.427 1.296 -4.401
H 2.152 0.400 -5.213

Results
Total charge ... +3
ΔE to the lowest compared entry with this formula, charge and spin ... 0.256 eV
Lowest unoccupied orbital energy ... -9.7 eV

=====

# 3
Molecular formula: C25H47Cl2MgNO3Si2
Method: DFT, the ωB97M-V functional and the def2-TZVPD basis

Cartesian coordinates (Å):
O -1.308 -2.643 -1.446
O -2.150 -0.527 -2.636
C 0.016 -3.196 -1.365
C 0.438 -3.707 0.006
H 0.698 -2.385 -1.689
H 0.049 -3.996 -2.129
H 0.629 -2.899 0.730
H 1.392 -4.229 -0.108
H -0.283 -4.423 0.434
C -2.100 -2.457 -0.260
C -3.318 -3.315 -0.347
H -2.373 -1.399 -0.236
H -1.482 -2.660 0.617
H -3.916 -3.020 -1.211
H -3.896 -3.146 0.554
H -3.104 -4.384 -0.418
C -3.231 0.526 -2.616
C -1.927 -1.343 -3.908
C -4.363 0.035 -1.770
H -3.422 0.550 -3.696
H -2.790 1.465 -2.262
H -4.724 -0.947 -2.110
H -5.169 0.772 -1.856
H -4.077 -0.029 -0.709
C -3.124 -2.211 -4.082
H -0.976 -1.895 -3.785
H -1.848 -0.548 -4.660
H -3.249 -2.903 -3.235
H -2.931 -2.813 -4.974
H -4.026 -1.603 -4.235
H -1.497 -0.746 -1.972
Mg 0.875 1.353 0.638
C -0.011 0.538 -0.934
Si 0.723 1.238 -2.426
H -0.971 0.893 -0.468
H 0.183 -0.488 -0.584
C 1.748 -0.031 -3.336
C 1.764 2.749 -2.016
C -0.436 1.983 -3.671
C 2.938 0.808 0.232
Si 3.972 1.377 1.658
H 3.439 1.047 -0.724
H 2.905 -0.302 0.218
C 5.224 2.640 1.031
C 4.858 -0.109 2.406
C 3.010 2.161 3.077
H 0.135 2.708 -4.258
H -1.251 2.530 -3.205
H -0.859 1.263 -4.366
H 2.642 -0.333 -2.776
H 2.064 0.426 -4.293
H 1.191 -0.946 -3.578
H 2.371 2.747 -1.106
H 1.121 3.633 -1.958
H 2.446 2.870 -2.863
H 5.403 -0.669 1.630
H 4.135 -0.790 2.888
H 5.587 0.206 3.169
H 2.565 1.386 3.722
H 2.216 2.849 2.739
H 3.705 2.744 3.708
H 6.128 2.667 1.657
H 4.804 3.656 1.020
H 5.536 2.382 0.008
Cl 1.598 -2.549 3.479
C 0.586 -1.227 3.871
C -0.011 -1.099 5.116
C -0.818 -0.016 5.457
Cl -1.460 0.074 7.036
C -1.117 1.002 4.511
C -1.869 2.158 4.770
C -1.923 3.140 3.806
C -1.225 3.001 2.602
N -0.509 1.908 2.314
C -0.501 0.891 3.217
C 0.313 -0.265 2.867
O 0.796 -0.382 1.688
H 0.157 -1.891 5.833
H -2.352 2.292 5.733
H -2.494 4.046 3.971
H -1.271 3.807 1.866

Results
Total charge ... 0
Lowest unoccupied orbital energy ... 0.0 eV

=====

# 4
Molecular formula: C3H10N3PS
Method: DFT, the ωB97M-V functional and the def2-TZVPD basis

Cartesian coordinates (Å):
C 3.041 -1.412 0.522
C 1.812 -0.885 0.417
C 0.847 -0.802 -0.740
N 0.028 0.350 -0.826
P -1.420 0.474 -0.003
N -1.281 1.774 1.043
N -2.492 1.192 -1.114
S -2.157 -1.127 0.728
H 3.428 -1.582 1.580
H 3.621 -1.976 -0.286
H 1.393 -0.441 1.415
H 0.256 -1.744 -0.585
H 1.386 -1.042 -1.681
H 0.376 1.178 -1.156
H -0.799 1.524 1.939
H -2.243 1.735 1.457
H -3.350 0.611 -1.542
H -2.447 2.172 -1.167

Results
Total charge ... 0
ΔE to the lowest compared entry with this formula, charge and spin ... 0.146 eV
SMILES ... C=CCNP(N)(N)=S
Lowest unoccupied orbital energy ... 0.9 eV